10
Properties=species:S:1:pos:R:3:forces:R:3:mulliken_charge:R:1 method="wB97M-V/def2-TZVPD" total_energy_ha=-867.190169 charge=0
I -1.74614 1.59166 0.63048 -0.293 -0.885 -0.096 0.126
S -1.46234 -1.89351 1.25781 0.288 -0.781 0.748 -0.284
N -1.19500 -1.27981 -0.23923 -1.316 1.563 -2.164 -0.204
C 2.24121 0.35490 0.05103 -0.572 1.227 0.899 -0.395
C -1.48422 -0.05790 -0.63431 0.844 0.166 2.250 -0.405
C 1.87598 1.22209 0.77441 0.520 -0.955 -0.668 -0.513
H 1.60030 1.92344 1.45226 -0.611 1.618 1.482 0.485
H 2.42490 -0.33727 -0.65621 0.731 -1.928 -1.733 0.425
H -1.22998 0.35431 -1.55309 0.296 -0.245 -1.924 0.466
H -1.02471 -1.87791 -1.08316 0.114 0.220 1.207 0.298